C21H25N3O7S in the gas phase in a non-equilibrium geometry, computed with ωB97M-V/def2-TZVPD.

Structure (SMILES): CCCNC(=O)NC(=O)COC(=O)c1ccc(S(=O)(=O)N(C)c2ccccc2OC)cc1
Relative energy (zero: lowest compared OMol25 entry of this formula, charge and spin) in eV: 0.804
Total energy in a.u.: -1904.41398
E_HOMO in eV: -8.93

Each line ends with the Löwdin charge.
Geometry (Å):
C: 0.279 3.500 4.906  -0.10
C: 1.068 3.489 6.210  -0.24
C: 2.521 3.058 5.996  -0.18
N: 2.597 1.725 5.444  0.09
C: 2.936 1.513 4.171  -0.53
O: 3.430 2.304 3.402  0.08
N: 2.699 0.183 3.707  0.19
C: 1.936 -0.780 4.280  -0.45
O: 1.581 -0.790 5.437  0.08
C: 1.582 -1.925 3.327  -0.05
O: 1.384 -1.491 1.990  0.00
C: 0.469 -0.510 1.833  -0.44
O: -0.112 -0.012 2.764  0.14
C: 0.280 -0.126 0.417  -0.12
C: 0.809 -0.889 -0.625  0.01
C: 0.566 -0.516 -1.933  -0.04
C: -0.186 0.617 -2.187  -0.24
S: -0.662 0.960 -3.882  0.69
O: -0.947 2.354 -4.035  -0.27
O: 0.289 0.343 -4.755  -0.26
N: -2.103 0.128 -4.015  -0.21
C: -3.280 0.780 -3.492  -0.06
C: -1.960 -1.273 -3.924  -0.22
C: -1.561 -1.950 -5.065  -0.01
C: -1.364 -3.320 -5.047  -0.08
C: -1.579 -4.022 -3.876  -0.08
C: -1.969 -3.360 -2.723  -0.02
C: -2.146 -1.983 -2.723  -0.21
O: -2.479 -1.254 -1.613  -0.11
C: -2.665 -1.929 -0.392  -0.07
C: -0.700 1.394 -1.165  -0.03
C: -0.466 1.020 0.144  0.02
H: -0.725 3.882 5.075  0.07
H: 0.195 2.496 4.494  0.06
H: 0.772 4.131 4.170  0.08
H: 1.070 4.488 6.650  0.11
H: 0.593 2.808 6.920  0.11
H: 3.062 3.077 6.948  0.12
H: 3.017 3.727 5.290  0.12
H: 2.118 0.976 5.935  0.12
H: 2.969 0.067 2.737  0.16
H: 0.678 -2.409 3.712  0.15
H: 2.401 -2.647 3.290  0.15
H: 1.388 -1.771 -0.403  0.12
H: 0.947 -1.082 -2.768  0.12
H: -3.398 0.647 -2.414  0.08
H: -4.158 0.383 -4.002  0.10
H: -3.173 1.837 -3.724  0.08
H: -1.396 -1.375 -5.961  0.12
H: -1.051 -3.833 -5.942  0.10
H: -1.440 -5.092 -3.847  0.11
H: -2.118 -3.929 -1.819  0.10
H: -3.503 -2.630 -0.445  0.10
H: -2.887 -1.154 0.340  0.10
H: -1.759 -2.461 -0.086  0.09
H: -1.267 2.276 -1.413  0.12
H: -0.855 1.595 0.972  0.13